Entry 1:
The following is a quantum chemistry calculation of C21H24OPReSe4Si as an isolated structure at a distorted geometry, from OMol25.

The geometry in XYZ format:
```
53
Properties=species:S:1:pos:R:3
Re -0.570 -0.032 -1.361
Se -1.364 -2.132 -1.870
Se -3.693 -2.151 -2.434
Se -3.866 -0.099 -3.443
Se -2.345 1.139 -2.017
C -0.788 4.348 2.787
C -0.475 4.139 1.451
C -0.520 2.856 0.927
C -0.878 1.765 1.720
C -1.194 1.996 3.062
C -1.147 3.277 3.592
Si -0.900 0.017 1.070
C 0.825 -0.718 0.944
C 1.001 -2.048 0.530
C 2.273 -2.555 0.288
C 3.382 -1.741 0.455
C 3.227 -0.421 0.875
C 1.963 0.086 1.110
C -2.178 -1.075 1.846
C -1.824 -1.973 2.856
C -2.787 -2.767 3.462
C -4.112 -2.673 3.062
C -4.477 -1.785 2.057
C -3.515 -0.991 1.454
H -0.758 5.348 3.199
H -0.203 4.975 0.819
H -0.276 2.713 -0.123
H -1.493 1.169 3.697
H -1.398 3.439 4.632
H 0.139 -2.696 0.425
H 2.395 -3.587 -0.014
H 4.374 -2.138 0.282
H 4.098 0.203 1.032
H 1.847 1.115 1.430
H -0.790 -2.059 3.172
H -2.503 -3.458 4.244
H -4.863 -3.293 3.532
H -5.509 -1.716 1.742
H -3.809 -0.307 0.664
C 3.128 1.719 -3.259
P 2.099 0.261 -3.251
C 0.964 0.326 -4.634
C 3.103 -1.211 -3.375
O 1.323 0.208 -1.928
H 3.653 1.798 -4.211
H 3.855 1.664 -2.449
H 2.501 2.600 -3.120
H 1.515 0.353 -5.575
H 0.342 1.218 -4.556
H 0.323 -0.557 -4.617
H 3.667 -1.216 -4.308
H 2.447 -2.082 -3.344
H 3.791 -1.251 -2.530
```

For the highest occupied orbital energy (spin up / spin down), the calculation gives -9.9 / -10.3 eV. The molecular weight comes out at 853.5 g/mol. As for the total charge: +1. As for the multiplicity: 2. Its strongest force on any atom is 1.39 eV/A. The expectation value of S² is 0.762.



Entry 2:
The following is a quantum chemistry calculation of C37H26N7O4S2Zr as an isolated structure, from OMol25.

The geometry in XYZ format:
```
77
Properties=species:S:1:pos:R:3
Zr -0.136 0.340 0.649
O -4.330 0.025 1.366
C -3.128 -0.128 1.336
N -2.161 0.822 1.154
C -2.461 2.213 1.217
C -3.706 2.805 1.020
C -3.807 4.191 1.050
C -2.690 4.984 1.268
C -1.448 4.398 1.471
C -1.337 3.018 1.448
N -0.123 2.305 1.641
C 0.512 2.483 2.824
O 0.376 3.380 3.631
C 1.426 1.327 3.169
C 2.328 1.426 4.211
C 3.091 0.320 4.540
C 2.932 -0.853 3.815
C 2.020 -0.873 2.780
N 1.270 0.194 2.464
C -2.542 -1.505 1.521
C -3.372 -2.580 1.766
C -2.806 -3.835 1.922
C -1.429 -3.960 1.826
C -0.671 -2.837 1.556
N -1.209 -1.619 1.414
H -4.577 2.194 0.853
H -4.775 4.650 0.903
H -2.787 6.061 1.296
H -0.571 4.997 1.670
H 2.388 2.364 4.744
H 3.802 0.367 5.354
H 3.508 -1.738 4.038
H 1.895 -1.753 2.166
H -4.437 -2.407 1.816
H -3.429 -4.702 2.095
H -0.941 -4.919 1.928
H 0.396 -2.916 1.409
N 2.883 2.431 -1.991
C 4.003 1.576 -2.173
C 4.709 1.577 -3.363
C 5.774 0.701 -3.520
C 6.102 -0.194 -2.512
C 5.367 -0.213 -1.335
C 4.337 0.696 -1.158
S 3.453 0.823 0.357
N 1.893 1.232 -0.241
C 1.815 2.026 -1.252
C 0.467 2.504 -1.661
C 0.282 3.607 -2.474
C -1.007 3.952 -2.856
C -2.060 3.160 -2.445
C -1.794 2.087 -1.611
N -0.564 1.778 -1.200
H 2.666 2.996 -2.796
H 4.435 2.257 -4.160
H 6.341 0.714 -4.440
H 6.926 -0.881 -2.643
H 5.604 -0.916 -0.547
H 1.118 4.219 -2.782
H -1.178 4.824 -3.472
H -3.079 3.374 -2.732
H -2.595 1.460 -1.246
O -2.695 -7.055 -2.316
C -3.027 -5.935 -1.643
O -4.051 -5.876 -1.023
C -2.061 -4.795 -1.700
C -0.683 -4.980 -1.709
C 0.168 -3.894 -1.577
C -0.347 -2.605 -1.457
S 0.763 -1.260 -1.163
C -1.727 -2.419 -1.546
C -2.578 -3.504 -1.634
H -1.927 -6.899 -2.878
H -0.259 -5.977 -1.753
H 1.240 -4.045 -1.535
H -2.136 -1.416 -1.512
H -3.651 -3.368 -1.634
```

For the energy relative to the best compared isomer or geometry (same formula, charge and spin), the calculation gives 0.0 kJ/mol. For the highest occupied orbital energy, the calculation gives -10.6 eV. The molecular weight comes out at 788.0 g/mol. As for the total charge: +1. Its strongest force on any atom is 0.41 eV/A.



Entry 3:
The following is a quantum chemistry calculation of C13H5AuCl5O3S as an isolated structure, from OMol25.

The geometry in XYZ format:
```
28
Properties=species:S:1:pos:R:3
Au 0.791 2.163 0.355
Cl -6.394 2.138 1.267
C -4.775 2.448 0.755
C -3.731 2.482 1.675
Cl -4.077 2.233 3.346
C -2.427 2.719 1.261
Cl -1.169 2.809 2.443
C -2.079 2.897 -0.107
O -0.891 3.085 -0.557
C -3.181 2.883 -1.004
Cl -2.825 3.135 -2.672
C -4.485 2.673 -0.590
Cl -5.771 2.685 -1.739
O 2.466 -4.658 -2.259
C 2.966 -4.403 -1.023
O 3.481 -5.307 -0.417
C 2.838 -3.023 -0.504
C 3.285 -2.768 0.794
C 3.199 -1.507 1.342
C 2.649 -0.437 0.619
S 2.584 1.142 1.359
C 2.211 -0.692 -0.688
C 2.305 -1.955 -1.233
H 2.061 -3.869 -2.627
H 3.687 -3.593 1.367
H 3.533 -1.323 2.355
H 1.793 0.122 -1.264
H 1.957 -2.079 -2.254
```

For the energy relative to the best compared isomer or geometry (same formula, charge and spin), the calculation gives 4.9 kJ/mol. For the highest occupied orbital energy, the calculation gives -5.0 eV. The molecular weight comes out at 615.5 g/mol. As for the total charge: -1. Its strongest force on any atom is 0.43 eV/A.



Entry 4:
The following is a quantum chemistry calculation of a 3-piece molecular cluster, C3H12NO2S overall at a distorted geometry, from OMol25.

The geometry in XYZ format:
```
19
Properties=species:S:1:pos:R:3
C -2.121 0.017 -0.530
O -2.899 0.571 0.548
C -0.732 -0.047 0.073
C 0.284 -0.379 -1.128
S 1.759 -0.708 -0.236
N -0.641 -0.975 1.158
H -2.187 0.779 -1.309
H -2.547 -0.957 -0.768
H -3.837 0.514 0.347
H -0.457 0.984 0.331
H 0.362 0.501 -1.760
H -0.159 -1.192 -1.707
H 4.465 -2.137 1.357
H 4.945 -2.598 1.028
H 0.281 -1.384 1.296
H -1.052 -0.575 2.000
H 2.266 2.672 -0.112
H 1.575 1.339 -0.231
O 1.386 2.277 -0.057
```

For the energy relative to the best compared isomer or geometry (same formula, charge and spin), the calculation gives 620.7 kJ/mol. For the highest occupied orbital energy, the calculation gives -14.7 eV. The molecular weight comes out at 126.2 g/mol. As for the total charge: +1. Its strongest force on any atom is 2.24 eV/A.



Entry 5:
The following is a quantum chemistry calculation of C27H45AsHoIN8O3 as an isolated structure at a distorted geometry, from OMol25.

The geometry in XYZ format:
```
86
Properties=species:S:1:pos:R:3
Ho 0.147 0.175 0.211
I -1.656 2.936 1.972
C -3.532 2.141 1.569
C -4.682 2.845 1.834
C -5.965 2.376 1.457
C -6.027 1.245 0.633
C -4.883 0.464 0.330
C -4.991 -0.743 -0.374
C -3.958 -1.651 -0.247
C -2.781 -1.344 0.496
C -2.426 -0.038 0.864
C -3.576 0.832 0.950
H -4.534 3.760 2.406
H -6.875 2.862 1.791
H -6.957 0.950 0.165
H -5.838 -0.935 -0.947
H -4.042 -2.666 -0.659
H -2.115 -2.211 0.768
C 2.043 0.887 4.566
O 2.939 0.229 3.584
C 2.417 0.218 2.360
O 1.195 0.576 2.129
N 3.244 -0.182 1.410
N 2.737 -0.306 0.063
H 2.673 1.444 5.270
H 1.477 0.074 4.981
H 1.388 1.563 4.045
H 4.249 -0.055 1.597
H 3.245 -1.091 -0.352
H 2.938 0.547 -0.484
C 2.941 -3.703 1.067
N 1.735 -3.609 1.910
C 1.671 -4.203 3.239
C 0.613 -3.447 3.997
N 0.081 -2.538 2.989
C -1.128 -1.731 3.254
C 0.679 -2.732 1.723
N 0.318 -2.101 0.606
C 0.266 -2.957 -0.566
C 0.510 -2.156 -1.825
N -0.147 -0.875 -1.876
C -0.206 -0.259 -3.016
N 0.427 -0.550 -4.203
C 1.510 -1.502 -4.461
C -0.051 0.263 -5.318
C -0.973 1.259 -4.607
N -0.985 0.816 -3.226
C -1.904 1.401 -2.269
H 3.701 -2.986 1.424
H 2.795 -3.521 0.002
H 3.400 -4.705 1.156
H 2.633 -4.231 3.756
H 1.384 -5.287 3.192
H 1.043 -2.839 4.817
H -0.143 -4.118 4.454
H -1.966 -1.970 2.563
H -0.960 -0.643 3.168
H -1.382 -1.931 4.314
H -0.731 -3.431 -0.617
H 0.977 -3.809 -0.500
H 0.055 -2.770 -2.611
H 1.559 -2.104 -2.045
H 2.189 -1.583 -3.584
H 2.079 -1.141 -5.399
H 1.152 -2.544 -4.698
H -0.664 -0.368 -5.990
H 0.729 0.771 -5.872
H -2.011 1.157 -5.028
H -0.666 2.292 -4.718
H -2.416 2.236 -2.833
H -1.306 1.759 -1.422
H -2.684 0.703 -1.936
C 0.683 4.916 -0.761
As 1.948 3.493 -0.754
C 3.129 3.698 0.731
C 2.820 3.535 -2.490
O 1.165 1.880 -0.604
H 0.570 5.306 0.276
H -0.292 4.543 -1.121
H 1.044 5.699 -1.401
H 3.577 4.684 0.898
H 3.969 2.952 0.642
H 2.659 3.469 1.662
H 3.332 4.498 -2.596
H 1.979 3.484 -3.246
H 3.438 2.629 -2.635
```

For the energy relative to the best compared isomer or geometry (same formula, charge and spin), the calculation gives 41.5 kJ/mol. For the highest occupied orbital energy (spin up / spin down), the calculation gives -11.3 / -11.3 eV. The molecular weight comes out at 896.5 g/mol. As for the total charge: +2. As for the multiplicity: 5. Its strongest force on any atom is 4.09 eV/A. The expectation value of S² is 6.004.



Entry 6:
The following is a quantum chemistry calculation of one molecule with the formula C4H4F3N at a distorted geometry, from OMol25.

The geometry in XYZ format:
```
12
Properties=species:S:1:pos:R:3
C 1.330 0.352 0.388
C -0.247 0.360 0.216
C -0.647 1.145 -1.051
C -0.814 -1.136 0.091
H 1.578 1.300 1.086
H 1.730 0.562 -0.759
H 1.587 -0.558 1.018
H -0.761 -1.720 0.953
N -0.825 1.545 -2.194
F -0.913 0.836 1.463
F -2.034 -0.884 -0.459
F 0.017 -1.802 -0.751
```

For the energy relative to the best compared isomer or geometry (same formula, charge and spin), the calculation gives 97.8 kJ/mol. For the highest occupied orbital energy, the calculation gives -12.0 eV. The molecular weight comes out at 123.1 g/mol. The SMILES is C[C@@](F)(C#N)C(F)F. As for the total charge: 0. Its strongest force on any atom is 7.66 eV/A.



Entry 7:
The following is a quantum chemistry calculation of C3H2BiFO3 as an isolated structure at a distorted geometry, from OMol25.

The geometry in XYZ format:
```
10
Properties=species:S:1:pos:R:3
C -1.158 0.581 0.248
C -1.062 -0.907 -0.051
O 0.138 -1.229 -0.233
C 0.970 -0.054 -0.094
O 0.217 0.950 0.192
O 2.143 -0.154 -0.210
Bi 4.041 0.599 -0.250
F -1.863 1.238 -0.640
H -1.874 -1.614 -0.263
H -1.553 0.588 1.302
```

For the highest occupied orbital energy, the calculation gives -29.9 eV. The molecular weight comes out at 314.0 g/mol. As for the total charge: +4. Its strongest force on any atom is 8.93 eV/A.



Entry 8:
The following is a quantum chemistry calculation of C30H29AsF2N7S2Sn as an isolated structure, from OMol25.

The geometry in XYZ format:
```
72
Properties=species:S:1:pos:R:3
Sn 0.963 1.718 -0.517
C 2.370 -1.560 2.027
N 1.199 -0.736 1.747
C -0.032 -1.502 1.794
C -0.270 -2.292 0.544
N 0.610 -2.588 -0.364
C -0.074 -3.365 -1.289
C 0.367 -3.909 -2.492
C -0.545 -4.614 -3.256
C -1.874 -4.782 -2.839
C -2.330 -4.244 -1.648
C -1.406 -3.536 -0.889
N -1.505 -2.842 0.300
C 3.655 -0.805 1.927
N 4.796 -1.343 1.600
C 5.717 -0.309 1.689
C 7.088 -0.306 1.444
C 7.772 0.886 1.596
C 7.114 2.062 1.986
C 5.753 2.076 2.238
C 5.075 0.873 2.082
N 3.753 0.521 2.254
H 2.415 -2.360 1.290
H 2.310 -2.023 3.026
H 1.113 0.032 2.402
H -0.868 -0.814 1.936
H -0.049 -2.206 2.644
H 1.387 -3.757 -2.818
H -0.234 -5.041 -4.201
H -2.560 -5.334 -3.467
H -3.360 -4.358 -1.336
H -2.350 -2.624 0.798
H 7.590 -1.215 1.140
H 8.838 0.919 1.409
H 7.682 2.977 2.092
H 5.244 2.982 2.541
H 2.980 1.154 2.402
S -1.418 1.211 0.220
C -2.216 2.733 -0.115
C -3.555 2.826 0.389
N -4.631 2.900 0.791
C -1.691 3.758 -0.829
S -0.124 3.770 -1.594
C -2.490 4.930 -1.058
N -3.128 5.865 -1.263
F 1.383 2.156 2.568
C 1.317 2.968 1.391
F 0.355 3.893 1.688
H 2.277 3.506 1.396
C -1.200 -1.288 -5.982
As -0.279 -0.505 -4.431
C -1.710 -0.886 -3.156
C -0.674 1.412 -4.804
C -2.120 1.765 -4.936
C -2.871 2.089 -3.806
C -4.218 2.399 -3.907
C -4.846 2.384 -5.146
C -4.113 2.059 -6.278
C -2.763 1.754 -6.173
H -2.223 -0.919 -6.062
H -1.219 -2.370 -5.847
H -0.656 -1.060 -6.899
H -2.661 -0.484 -3.505
H -1.476 -0.461 -2.179
H -1.787 -1.968 -3.069
H -0.124 1.653 -5.716
H -0.218 1.970 -3.984
H -2.386 2.098 -2.839
H -4.774 2.660 -3.015
H -5.897 2.630 -5.227
H -4.592 2.050 -7.250
H -2.193 1.515 -7.065
```

For the energy relative to the best compared isomer or geometry (same formula, charge and spin), the calculation gives 34.2 kJ/mol. For the highest occupied orbital energy, the calculation gives -5.1 eV. The molecular weight comes out at 783.4 g/mol. As for the total charge: -1. Its strongest force on any atom is 0.17 eV/A.